66
Properties=species:S:1:pos:R:3 method="wB97M-V/def2-TZVPD" e_homo_ev="-8.90 / -11.14" total_charge=+1 gap_ev="5.24 / 6.82" spin_multiplicity=4 e_lumo_ev="-3.662 / -4.325"
C 0.910 -2.467 0.216
C 1.804 -1.661 -0.583
C 1.240 -1.550 -1.897
C -0.008 -2.273 -1.923
C -0.199 -2.854 -0.625
Tc -0.183 -0.470 -0.249
C -2.487 0.725 -0.628
C -2.186 0.359 0.688
H -1.957 1.164 1.397
C -1.935 -1.007 1.069
H -2.571 -1.783 0.625
H -1.694 -1.191 2.123
C -2.624 2.190 -0.968
H -2.025 2.818 -0.289
H -2.295 2.396 -2.000
H -3.688 2.492 -0.886
C -3.153 -0.226 -1.602
H -3.027 -1.285 -1.328
H -4.241 -0.010 -1.630
H -2.776 -0.084 -2.629
C 3.136 -1.112 -0.150
H 3.134 -0.845 0.918
H 3.936 -1.858 -0.317
H 3.390 -0.205 -0.722
C 1.950 -0.962 -3.082
H 2.469 -0.026 -2.824
H 2.702 -1.687 -3.447
H 1.258 -0.742 -3.908
C -0.844 -2.542 -3.144
H -0.842 -1.685 -3.837
H -0.451 -3.416 -3.700
H -1.891 -2.763 -2.881
C -1.270 -3.845 -0.267
H -2.229 -3.614 -0.760
H -0.966 -4.857 -0.596
H -1.443 -3.884 0.820
C 1.156 -2.907 1.633
H 0.211 -3.146 2.147
H 1.794 -3.811 1.660
H 1.661 -2.117 2.212
C 0.213 1.187 -1.648
C 0.874 2.357 -1.197
C -0.075 1.134 -3.034
C 1.223 3.400 -2.072
H 1.124 2.463 -0.136
C 0.265 2.168 -3.918
H -0.582 0.253 -3.447
C 0.921 3.312 -3.438
H 1.732 4.288 -1.680
H 0.021 2.079 -4.983
H 1.192 4.125 -4.122
N 1.246 1.870 6.608
C 0.954 2.556 5.472
O 0.908 3.777 5.525
C 0.693 1.875 4.164
C 0.659 0.499 4.023
C 0.403 -0.083 2.779
N 0.233 0.595 1.589
C 0.115 1.972 1.809
C 0.370 2.612 3.032
H 1.419 2.380 7.487
H 1.311 0.846 6.641
H 0.785 -0.165 4.865
H 0.241 -1.097 2.872
H -0.284 2.651 1.086
H 0.272 3.689 3.089



67
Properties=species:S:1:pos:R:3 method="wB97M-V/def2-TZVPD" e_homo_ev="-6.77 / -7.16" gap_ev="7.39 / 6.82" e_above_lowest_ev=0.327 spin_multiplicity=3 e_lumo_ev="0.623 / -0.345"
Pd 0.080 -0.549 0.143
C 2.961 1.334 -1.023
C 2.104 1.341 0.218
C 2.281 0.338 1.196
C 3.413 -0.659 1.109
C 1.470 0.336 2.344
C 1.734 -0.688 3.418
C 0.451 1.287 2.488
C -0.547 1.181 3.612
C 0.320 2.309 1.554
C -0.817 3.280 1.710
C 1.164 2.361 0.435
C 1.042 3.521 -0.518
H 3.923 1.830 -0.866
H 2.474 1.833 -1.859
H 3.175 0.321 -1.353
H 4.233 -0.358 1.768
H 3.823 -0.756 0.108
H 3.096 -1.656 1.416
H 1.308 -1.664 3.169
H 1.330 -0.382 4.379
H 2.804 -0.840 3.554
H -0.311 1.841 4.451
H -0.611 0.168 4.000
H -1.544 1.447 3.266
H -0.751 4.128 1.037
H -0.898 3.670 2.724
H -1.757 2.767 1.486
H 0.119 3.474 -1.101
H 1.872 3.581 -1.216
H 1.019 4.469 0.018
C -4.411 -0.346 -0.052
C -3.770 -0.095 -1.385
C -4.520 -0.146 -2.548
C -3.937 0.095 -3.788
C -2.588 0.395 -3.855
C -1.790 0.438 -2.715
C -0.356 0.857 -2.853
C -2.379 0.174 -1.456
N -1.701 0.152 -0.274
H -5.483 -0.497 -0.172
H -4.242 0.498 0.619
H -3.995 -1.219 0.454
H -5.576 -0.374 -2.480
H -4.534 0.058 -4.689
H -2.133 0.610 -4.816
H 0.021 0.632 -3.854
H 0.308 0.384 -2.122
H -0.243 1.933 -2.707
N -1.252 -2.692 -1.717
C -0.034 -2.540 -1.081
S 0.096 -2.949 0.568
N 1.003 -2.426 -1.976
C 2.390 -2.595 -1.800
C 3.225 -1.897 -2.673
C 4.600 -2.030 -2.592
C 5.165 -2.862 -1.634
C 4.331 -3.565 -0.780
C 2.951 -3.448 -0.855
H -2.021 -2.567 -1.071
H -1.390 -2.099 -2.531
H 0.725 -2.150 -2.904
H 2.787 -1.234 -3.410
H 5.229 -1.475 -3.275
H 6.238 -2.967 -1.562
H 4.752 -4.232 -0.038
H 2.318 -4.001 -0.183



78
Properties=species:S:1:pos:R:3 method="wB97M-V/def2-TZVPD" e_homo_ev=-9.06 gap_ev=9.36 e_above_lowest_ev=0.000 e_lumo_ev=0.306
C 6.629 0.760 -0.608
C 6.466 1.072 -2.102
C 4.990 1.106 -2.561
I 4.726 0.026 -4.406
Si 4.403 2.870 -2.874
O 5.176 3.461 -4.206
O 2.800 2.948 -3.303
Si 1.438 2.414 -2.610
Cl 1.411 0.372 -2.521
Br 1.501 3.045 -0.458
C -0.045 3.082 -3.477
C -1.236 2.133 -3.460
N -1.539 1.686 -2.096
C -2.250 0.384 -2.083
C -2.063 -0.485 -0.847
C -2.100 2.698 -1.290
C -2.178 2.387 0.181
O -2.442 3.764 -1.750
B 4.700 4.154 -1.314
O 4.023 5.363 -1.292
O 5.619 3.874 -0.351
H 6.673 1.665 -0.008
H 5.802 0.145 -0.246
H 7.547 0.198 -0.434
H 6.962 2.023 -2.331
H 7.000 0.318 -2.678
H 4.377 0.572 -1.836
H 6.130 3.345 -4.234
H -0.301 4.045 -3.027
H 0.252 3.286 -4.510
H -0.982 1.237 -4.026
H -2.100 2.598 -3.945
H -1.846 -0.162 -2.934
H -3.318 0.541 -2.284
H -1.026 -0.449 -0.511
H -2.304 -1.518 -1.103
H -2.706 -0.201 -0.016
H -3.221 2.244 0.475
H -1.613 1.499 0.436
H -1.779 3.234 0.739
H 3.117 5.320 -0.971
H 5.576 4.501 0.384
F -1.459 -4.769 0.103
C -0.608 -4.434 -0.894
C -0.572 -5.221 -2.027
C 0.302 -4.865 -3.046
C 1.118 -3.748 -2.919
C 1.057 -2.980 -1.765
C 0.187 -3.318 -0.736
H -1.215 -6.087 -2.101
H 0.344 -5.468 -3.944
H 1.796 -3.474 -3.716
H 1.689 -2.109 -1.654
H 0.118 -2.731 0.170
F -1.707 0.389 2.693
C -2.439 0.802 3.750
C -1.801 1.431 4.800
C -2.569 1.823 5.889
C -3.935 1.578 5.914
C -4.544 0.942 4.841
C -3.796 0.555 3.738
H -0.734 1.597 4.760
H -2.091 2.318 6.724
H -4.523 1.880 6.770
H -5.608 0.744 4.858
H -4.243 0.059 2.888
F -4.763 -2.902 5.311
C -3.920 -3.398 4.378
C -2.588 -3.554 4.703
C -1.730 -4.054 3.733
C -2.205 -4.381 2.470
C -3.551 -4.209 2.174
C -4.425 -3.713 3.132
H -2.241 -3.282 5.691
H -0.682 -4.186 3.968
H -1.531 -4.765 1.716
H -3.924 -4.457 1.189
H -5.477 -3.569 2.927



74
Properties=species:S:1:pos:R:3 method="wB97M-V/def2-TZVPD" e_homo_ev="-9.40 / -9.41" total_charge=+1 gap_ev="4.15 / 4.17" e_lumo_ev="-5.257 / -5.239"
Ir -0.011 0.142 -0.017
Br 6.279 3.756 4.967
C 4.636 4.574 4.531
C 3.862 5.141 5.540
C 2.656 5.726 5.224
C 2.201 5.724 3.896
C 3.022 5.186 2.880
C 4.229 4.612 3.199
N 0.986 6.286 3.625
N 0.347 6.178 2.561
C 0.044 5.103 1.861
C -0.447 5.295 0.536
C -0.536 4.271 -0.352
C -0.156 2.955 0.025
O -0.108 2.007 -0.809
C 0.145 2.703 1.426
N 0.306 1.412 1.774
C 0.424 1.085 3.046
C 0.402 2.049 4.054
C 0.308 3.380 3.711
C 0.199 3.739 2.364
H 4.217 5.126 6.560
H 2.037 6.173 5.991
H 2.701 5.260 1.849
H 4.867 4.205 2.427
H -0.690 6.308 0.243
H -0.880 4.434 -1.364
H 0.501 0.029 3.271
H 0.457 1.749 5.091
H 0.289 4.138 4.482
C 1.727 -2.540 2.644
C 1.452 -2.540 1.144
C 2.516 -1.748 0.396
C 1.377 -3.967 0.616
O 0.171 -1.876 0.870
Si -1.403 -2.217 1.324
S -2.234 -0.532 0.240
O -1.959 -3.642 0.850
C -2.440 -4.243 -0.387
C -3.899 -3.842 -0.552
C -1.614 -3.794 -1.588
C -2.300 -5.743 -0.179
O -1.461 -2.052 2.919
C -2.533 -1.948 3.882
C -2.022 -2.603 5.156
C -3.774 -2.658 3.358
C -2.818 -0.467 4.106
H 2.575 -3.189 2.859
H 0.858 -2.908 3.188
H 1.969 -1.537 2.997
H 3.499 -2.195 0.550
H 2.556 -0.719 0.767
H 2.308 -1.744 -0.675
H 2.330 -4.467 0.785
H 1.171 -3.971 -0.454
H 0.591 -4.523 1.128
H -3.979 -2.759 -0.658
H -4.478 -4.156 0.317
H -4.322 -4.310 -1.442
H -1.744 -2.730 -1.770
H -1.932 -4.338 -2.478
H -0.556 -4.000 -1.423
H -2.843 -6.049 0.716
H -1.250 -6.014 -0.058
H -2.703 -6.279 -1.038
H -1.776 -3.649 4.969
H -2.785 -2.558 5.934
H -1.128 -2.092 5.517
H -3.537 -3.690 3.098
H -4.151 -2.151 2.465
H -4.557 -2.655 4.116
H -1.940 0.038 4.511
H -3.640 -0.353 4.814
H -3.094 0.010 3.164



72
Properties=species:S:1:pos:R:3 method="wB97M-V/def2-TZVPD" e_homo_ev="-16.73 / -16.73" total_charge=+3 gap_ev="6.47 / 5.51" e_above_lowest_ev=0.157 spin_multiplicity=4 e_lumo_ev="-10.264 / -11.215"
Tc 0.524 -0.181 0.199
C -0.172 2.673 -0.613
C -0.370 2.032 -1.981
O -0.634 0.645 -1.759
C -0.548 -0.228 -2.884
C -0.463 -1.645 -2.341
O 0.547 -1.811 -1.313
C 1.905 -2.071 -1.747
C 2.653 -0.782 -2.028
O 2.395 0.090 -0.912
C 2.832 1.454 -1.084
C 2.205 2.295 0.019
O 0.804 1.992 0.217
H -1.109 2.618 -0.057
H 0.111 3.720 -0.729
H 0.501 2.161 -2.629
H -1.224 2.513 -2.464
H 0.310 0.032 -3.509
H -1.443 -0.148 -3.506
H -0.279 -2.348 -3.153
H -1.404 -1.908 -1.858
H 1.905 -2.721 -2.622
H 2.381 -2.587 -0.918
H 2.314 -0.309 -2.952
H 3.723 -0.980 -2.118
H 2.549 1.807 -2.077
H 3.919 1.508 -0.996
H 2.337 3.355 -0.202
H 2.687 2.079 0.973
C 0.288 -3.682 1.281
Si 1.208 -2.230 2.021
C 0.713 -1.821 3.774
C 3.015 -2.018 1.649
C 3.690 -0.860 2.068
C 5.063 -0.759 1.929
C 5.784 -1.814 1.379
C 5.128 -2.972 0.971
C 3.753 -3.072 1.091
H 0.434 -4.541 1.945
H 0.637 -3.963 0.288
H -0.788 -3.503 1.228
H 1.012 -2.687 4.376
H -0.363 -1.692 3.900
H 1.226 -0.952 4.187
H 3.139 -0.053 2.544
H 5.579 0.127 2.276
H 6.859 -1.742 1.285
H 5.695 -3.804 0.574
H 3.262 -3.993 0.790
C -2.128 1.171 3.186
C -1.056 0.676 2.481
N -1.208 0.033 1.300
C -2.449 -0.114 0.802
C -3.579 0.361 1.442
C -3.409 1.003 2.671
C -4.927 0.154 0.880
C -5.454 0.752 -0.183
C -4.809 1.767 -1.027
C -5.438 2.206 -2.191
C -4.796 3.199 -2.921
N -3.648 3.719 -2.513
C -3.124 3.251 -1.395
N -3.633 2.282 -0.647
H -1.967 1.694 4.118
H -0.045 0.787 2.859
H -2.537 -0.605 -0.159
H -4.269 1.381 3.210
H -5.541 -0.543 1.444
H -6.474 0.506 -0.456
H -6.383 1.789 -2.513
H -5.211 3.593 -3.841
H -2.204 3.716 -1.054



71
Properties=species:S:1:pos:R:3 method="wB97M-V/def2-TZVPD" e_homo_ev="-9.20 / -10.97" total_charge=+1 gap_ev="7.03 / 7.29" spin_multiplicity=5 e_lumo_ev="-2.171 / -3.674"
Pt 0.169 0.366 1.416
N -0.191 2.452 1.944
C 0.063 2.915 3.328
C -0.487 1.951 4.363
N -0.039 0.580 4.170
C 1.266 0.207 4.697
C 2.447 0.688 3.865
N 2.322 0.380 2.428
H 0.357 3.026 1.309
H -1.168 2.630 1.692
H -0.398 3.891 3.484
H 1.137 3.047 3.440
H -1.576 1.944 4.284
H -0.237 2.344 5.356
H -0.739 -0.060 4.514
H 1.288 -0.884 4.749
H 1.424 0.578 5.718
H 3.351 0.241 4.285
H 2.567 1.765 3.961
H 2.533 -0.596 2.247
H 2.987 0.923 1.890
O -2.870 2.912 0.466
C -2.400 2.222 -0.409
O -1.816 1.045 -0.175
C -2.307 2.580 -1.855
C -3.062 3.571 -2.461
C -2.886 3.798 -3.818
C -1.958 3.053 -4.542
C -1.189 2.079 -3.920
C -1.372 1.842 -2.563
P -0.527 0.602 -1.543
C 1.158 0.546 -2.246
C 1.968 -0.584 -2.078
C 3.310 -0.553 -2.423
C 3.877 0.615 -2.919
C 3.095 1.753 -3.058
C 1.749 1.725 -2.715
C -1.263 -1.011 -1.925
C -0.886 -1.671 -3.098
C -1.489 -2.867 -3.461
C -2.478 -3.418 -2.658
C -2.866 -2.765 -1.496
C -2.266 -1.567 -1.128
H -3.774 4.141 -1.878
H -3.472 4.557 -4.319
H -1.831 3.240 -5.600
H -0.456 1.518 -4.486
H 1.541 -1.494 -1.674
H 3.918 -1.442 -2.309
H 4.924 0.637 -3.194
H 3.533 2.667 -3.440
H 1.156 2.625 -2.821
H -0.127 -1.247 -3.742
H -1.190 -3.361 -4.376
H -2.950 -4.351 -2.942
H -3.644 -3.186 -0.872
H -2.583 -1.063 -0.226
C 0.526 -3.651 -0.048
C 0.318 -2.868 1.252
C -1.045 -3.193 1.875
C 1.443 -3.177 2.245
N 0.359 -1.455 0.971
H 0.420 -4.718 0.155
H 1.525 -3.480 -0.456
H -0.214 -3.364 -0.795
H -1.008 -4.184 2.331
H -1.831 -3.184 1.118
H -1.297 -2.463 2.646
H 1.493 -4.255 2.410
H 1.261 -2.694 3.210
H 2.409 -2.851 1.851



70
Properties=species:S:1:pos:R:3 method="wB97M-V/def2-TZVPD" e_homo_ev=-9.42 total_charge=+1 gap_ev=7.16 e_above_lowest_ev=1.308 e_lumo_ev=-2.255
Sr 1.421 0.503 -0.923
N 0.550 2.073 -2.754
C 1.855 2.709 -2.553
C 2.165 3.110 -1.072
N 3.208 2.296 -0.433
H 0.449 1.824 -3.732
H -0.194 2.730 -2.527
H 1.952 3.617 -3.152
H 2.615 2.010 -2.905
H 1.263 3.041 -0.460
H 2.445 4.166 -1.075
H 3.493 2.738 0.434
H 4.024 2.263 -1.035
C -3.701 1.367 2.414
C -2.457 1.858 3.092
C -2.610 2.667 4.216
C -1.522 3.124 4.943
C -0.240 2.768 4.560
C -0.068 1.982 3.436
C -1.152 1.531 2.684
P -0.690 0.571 1.198
C -1.753 1.346 -0.087
C -1.551 2.727 -0.190
C -2.140 3.479 -1.188
C -2.933 2.845 -2.134
C -3.148 1.483 -2.035
C -2.590 0.711 -1.015
C -2.963 -0.736 -0.935
C -1.068 -1.168 1.558
C -1.886 -1.536 2.626
C -1.960 -2.855 3.035
C -1.193 -3.811 2.382
C -0.390 -3.451 1.317
C -0.314 -2.134 0.853
C 0.525 -1.765 -0.316
H -4.455 1.122 3.162
H -3.531 0.477 1.811
H -4.120 2.135 1.760
H -3.610 2.927 4.538
H -1.677 3.745 5.815
H 0.619 3.101 5.127
H 0.936 1.712 3.125
H -0.940 3.225 0.556
H -1.991 4.551 -1.220
H -3.405 3.412 -2.925
H -3.800 0.996 -2.749
H -3.859 -0.922 -1.525
H -3.157 -1.046 0.089
H -2.172 -1.386 -1.317
H -2.440 -0.778 3.167
H -2.590 -3.134 3.869
H -1.228 -4.843 2.705
H 0.192 -4.208 0.804
H -0.098 -1.787 -1.228
H 1.278 -2.551 -0.468
C 1.705 -3.472 -3.367
N 2.902 -3.310 -2.589
C 3.453 -4.422 -1.819
C 4.709 -3.823 -1.160
N 4.660 -2.443 -1.613
C 3.615 -2.201 -2.412
S 3.308 -0.686 -3.102
H 0.876 -3.767 -2.722
H 1.867 -4.238 -4.128
H 1.474 -2.526 -3.851
H 3.696 -5.252 -2.484
H 2.717 -4.768 -1.088
H 5.621 -4.314 -1.501
H 4.667 -3.878 -0.071
H 5.340 -1.732 -1.412



| no. | maximum force (Eh/bohr) |
| --- | --- |
| 1 | 0.0957 |
| 2 | 0.0150 |
| 3 | 0.0348 |
| 4 | 0.0794 |
| 5 | 0.0231 |
| 6 | 0.0084 |
| 7 | 0.0186 |